Entry from OMol25: a cluster of 2 separate species, C3H6NO3 in total at a distorted geometry (ωB97M-V/def2-TZVPD).

Last column: natural (NBO) charge in e.
Geometry (Å):
1 C -3.239 1.551 -0.923  1.13
2 C 0.726 -2.541 0.346  -0.52
3 C -0.944 2.167 -0.309  -0.18
4 N -0.477 -1.721 0.448  0.18
5 O -4.069 1.107 -1.527  -0.28
6 O -0.576 -0.666 -0.117  -0.38
7 O -2.484 2.172 -0.250  -0.40
8 H 1.147 -2.445 -0.648  0.23
9 H 0.271 -3.538 0.690  0.25
10 H 1.285 -2.022 1.127  0.25
11 H -0.621 2.218 0.783  0.26
12 H -0.815 3.133 -0.696  0.23
13 H -0.602 1.398 -0.849  0.23

Calculated values
Highest occupied orbital energy (eV): -12.59
Net charge: +1
LUMO level (eV): -4.595
F_max (eV/A): 5.2
Energy above the lowest of the compared OMol25 structures with the same formula, charge and spin (eV): 5.3150